# 1
C18H49FN3O6Y | ωB97M-V/def2-TZVPD

Structure (XYZ):
```
78
Properties=species:S:1:pos:R:3:forces:R:3
H -11.6901 2.6827 22.5219 -0.458 0.148 0.121
C -14.8452 3.7118 21.5985 -0.328 1.033 -1.313
H -15.0542 2.1875 23.4497 -0.470 0.773 -0.015
O -18.6138 3.0721 23.1183 -0.790 -0.547 0.798
H -18.0583 5.9692 23.9556 0.070 0.003 -0.154
C -12.2231 6.9637 28.0730 -2.075 -0.605 0.651
H -12.0575 5.0680 23.0583 -0.030 0.730 0.397
H -13.8440 2.0701 20.8448 -0.058 -0.648 0.092
H -15.7815 3.9783 22.0887 0.165 0.188 0.294
H -9.7542 5.7604 23.8868 0.639 0.063 0.767
H -16.6716 -0.0675 27.0356 -0.385 0.422 0.694
H -14.5080 7.7217 26.1649 -0.194 0.015 -0.276
H -18.7100 1.6041 25.7538 -0.596 0.504 -0.426
H -14.3772 6.9486 28.4719 -0.499 0.004 -0.594
H -19.1033 1.6881 21.5020 0.120 -0.448 0.852
F -15.6354 3.2139 24.8206 -0.106 1.057 1.131
H -15.6295 1.9035 20.8781 -0.030 -0.543 0.107
H -21.1671 2.6917 26.6744 -0.110 0.120 0.836
N -14.0382 5.7775 26.6739 -1.290 -0.695 1.659
C -18.5194 2.0694 26.7209 0.553 -0.801 -0.919
C -13.6756 6.2467 28.0210 2.205 1.650 0.644
H -15.4774 0.8767 26.2118 -0.207 0.130 -0.338
H -16.7532 6.0026 22.7515 0.336 -0.434 0.226
C -16.5541 0.7572 26.3326 0.651 0.112 0.235
H -12.5066 10.1532 27.6483 0.021 0.103 -0.372
H -21.3992 2.1359 23.0314 0.640 0.274 0.433
H -10.9074 5.9546 25.2938 0.013 0.617 -0.483
C -19.3713 2.6409 21.9585 -0.932 1.015 0.288
H -9.9646 4.5787 25.3531 0.771 -0.142 -0.731
C -14.0819 6.8288 25.7073 -0.116 0.410 -1.959
C -19.1435 3.4576 26.8570 -0.817 -1.526 -0.064
N -12.3263 4.0385 24.9180 -0.306 -0.565 0.148
O -14.5928 1.7293 22.7435 0.703 -1.957 -0.852
H -18.9447 5.3131 26.4495 0.250 0.685 -0.097
C -9.2580 1.6150 23.0681 0.079 0.252 1.472
H -12.8027 9.3816 29.0720 -0.194 -0.843 0.390
H -13.3446 5.1454 26.3006 0.717 -0.862 -0.108
O -12.1075 8.2348 27.4368 -0.454 -1.561 -0.190
H -13.5934 5.4745 28.7859 -0.105 -0.540 -0.474
C -10.9455 3.3380 22.9739 1.878 -0.068 0.667
H -13.9859 9.3271 27.7309 -0.209 -0.993 -0.138
O -17.0646 2.0424 26.7658 -0.856 0.007 0.731
H -18.5968 4.4150 25.1798 0.067 -0.400 -0.602
H -11.6298 3.5073 25.4209 0.153 -0.100 0.789
H -14.4654 5.5601 23.8624 0.182 -0.415 0.556
C -14.8689 6.4054 24.4200 1.038 0.470 1.047
O -10.0584 2.5486 23.7996 -0.608 0.339 -0.597
H -10.3406 3.7767 22.1804 0.054 0.024 -0.400
H -9.8774 0.8697 22.5690 0.138 0.149 -0.413
N -18.4325 4.4874 26.1737 1.314 1.329 -0.206
H -12.9315 3.2694 24.6682 -0.727 -0.022 -0.707
H -14.7750 7.2133 23.6943 -0.653 0.436 0.178
H -20.8048 3.3979 25.2683 1.257 0.336 -0.493
H -19.2188 3.7612 27.9012 0.313 -0.257 0.191
H -13.9555 4.0820 22.1079 -0.206 0.154 0.133
H -8.4924 2.1137 22.4739 -0.401 0.084 -0.624
H -12.0092 7.1153 29.1310 0.057 -0.148 0.223
H -17.7112 2.7455 23.1342 0.150 -0.256 -0.237
H -20.9902 4.4630 26.6407 -0.240 -0.091 0.102
H -18.9823 3.3566 21.2343 -1.095 0.177 -0.665
O -16.2309 6.1010 24.7970 2.035 -0.521 1.014
C -12.9362 9.2163 28.0029 1.089 2.174 0.073
C -14.7507 2.2485 21.4229 0.250 0.466 1.671
C -11.4832 4.5129 23.8000 0.098 -1.195 1.105
H -18.9740 1.3591 27.4114 0.209 0.210 0.575
C -20.5503 3.5182 26.3213 -1.879 -1.006 0.335
H -21.4520 2.2580 21.3544 0.204 -0.040 -0.319
H -13.0487 7.0503 25.4400 -0.089 0.403 -0.384
H -21.3299 3.7478 22.1764 0.145 0.008 0.534
Y -16.0884 4.4981 26.6933 0.166 -1.881 -1.987
C -10.3892 5.2686 24.6238 -1.299 0.001 -1.369
H -17.1183 7.4451 23.6841 -0.388 0.171 -0.408
C -17.0642 6.3576 23.7341 -1.867 1.154 -0.852
H -17.0252 0.3740 25.4274 0.018 0.633 -0.348
H -11.5797 6.1564 27.7231 0.698 0.793 -0.619
H -14.8784 4.1106 20.5846 0.016 0.639 -0.014
H -8.6788 1.1194 23.8472 -0.115 -0.297 -0.026
C -20.9707 2.7194 22.2166 1.718 -0.059 -1.385
```
Positions in Å, forces in eV/Å.

The calculation puts the HOMO-LUMO gap (alpha / beta) at 5.40 / 9.26 eV. The calculation puts the energy above the lowest of the compared OMol25 structures with the same formula, charge and spin at 0.00 kcal per mole. The expectation value of S² is 0.750. The calculation puts the total energy at -39968.4462 eV. Its net charge is +1. As for the spin multiplicity: 2. For the HOMO energy (alpha / beta), the calculation gives -7.73 / -11.92 eV.

=====

# 2
C18H49N2O14S | ωB97M-V/def2-TZVPD

Structure (XYZ):
```
84
Properties=species:S:1:pos:R:3:forces:R:3
H -0.3664 -2.4925 -2.6202 0.146 0.149 -0.089
H 1.7575 3.0937 4.4161 -0.112 0.102 -0.011
O 1.9537 1.0525 4.0940 -0.096 -0.015 -0.160
C -4.0155 -3.8214 -1.3537 -1.330 -0.572 0.334
H -4.5218 -2.7874 -5.6690 -0.035 0.051 -0.122
H 1.0074 5.4065 6.0713 -0.056 0.021 -0.058
H 4.0554 1.7201 0.8705 0.122 -0.135 0.102
O -1.9545 3.3199 -0.0334 -0.093 -0.105 -0.001
H -1.7887 -1.1290 1.3764 -0.258 0.073 -0.166
C -2.0160 -2.1770 1.5747 0.316 -0.903 0.447
H -0.0366 -0.0339 0.4718 0.219 -0.100 0.015
H -2.1179 -4.0221 0.5468 -0.214 0.014 -0.173
H -0.3529 -2.6011 2.6689 0.076 -0.025 0.041
H -2.0253 -0.4347 5.2372 -0.055 0.014 -0.048
S -1.5862 -5.0569 -2.1684 0.331 -0.036 0.070
H -0.9958 -2.4995 6.8719 -0.035 -0.023 -0.058
H 2.4669 1.8405 -0.7937 -0.035 -0.006 -0.040
C 1.9722 4.2736 7.3190 -0.124 0.265 -0.172
O 1.1049 4.4605 6.2052 0.040 0.045 0.250
H -1.5495 -0.9141 7.4520 0.088 -0.054 0.082
C -1.7411 -2.5025 -0.9900 0.455 -2.685 1.996
H 7.0999 -0.6344 -2.6928 0.123 -0.037 -0.065
H 2.2714 0.9093 4.9878 0.042 -0.031 0.024
N -1.3566 -2.6513 2.8111 0.118 0.332 -0.140
O -3.1253 -0.5194 -3.2085 -0.113 -0.453 0.316
H -2.0769 3.1625 -5.0629 0.076 0.022 -0.032
H -5.4499 -4.2175 -6.2076 -0.016 0.102 -0.151
H 2.9528 4.7144 7.1210 0.053 -0.068 0.111
H -2.3209 1.4005 -5.0321 -0.128 0.038 0.086
H 2.9908 0.5344 1.6636 -0.048 0.042 0.001
C 7.6577 -0.2880 -1.8183 -0.293 0.214 0.056
H -3.0769 -2.3605 1.7242 -0.214 0.484 -0.200
C -0.3656 -2.1392 -1.5891 -0.336 0.252 -0.310
H -3.8593 3.4895 0.7821 -0.117 -0.042 -0.044
H 0.4510 -2.6691 -1.1059 -0.121 -0.161 0.300
O -4.0094 -4.5708 -4.7606 -0.168 -0.495 -0.573
H 0.0287 1.2659 -0.7278 0.283 0.125 -0.038
C -3.3713 3.2516 -0.1678 0.209 0.174 0.053
C -1.1012 -1.4500 6.6103 -0.078 0.221 -0.188
H 0.3085 2.1242 4.7784 -0.044 0.161 -0.018
C -0.0045 -0.6606 -1.6014 -0.080 -0.023 -0.557
H -0.5248 -3.3569 0.6229 0.213 0.210 -0.321
H -1.7283 4.2167 0.2221 0.067 0.024 -0.003
H 1.5453 4.7238 8.2190 0.094 -0.074 0.083
O -4.8645 -3.7325 -2.2723 0.543 0.016 -0.248
H -0.1370 1.2605 -4.2616 0.122 0.026 0.295
H -1.5535 -2.0165 3.5814 -0.055 -0.343 -0.081
H 4.2771 2.7000 -3.9003 0.111 -0.050 -0.051
O 2.1678 1.4872 0.0520 0.341 0.082 0.261
H -2.3431 -5.5512 -3.1687 -0.216 0.410 0.182
O -0.3792 2.0771 -4.7128 -0.087 0.144 -0.267
O 3.9759 3.3069 -1.9375 0.173 -0.131 0.046
O -2.6794 -2.7345 -2.9995 0.229 0.695 -0.096
H 0.7950 2.4093 3.0914 0.033 -0.116 -0.030
H -4.6380 -4.4205 -4.0335 0.374 0.355 0.442
C -1.5655 -3.0956 0.4325 -0.410 1.086 0.792
C -2.8796 -1.4897 -2.5495 -0.167 0.064 -0.111
O -2.6863 -1.4568 -1.1717 0.314 0.775 -0.719
C -4.4639 -3.8574 -5.8922 0.024 -0.102 0.494
H -3.7177 3.9446 -0.9398 -0.120 -0.065 -0.003
H -0.1126 -1.0333 6.3965 0.048 -0.052 0.107
O 6.7768 -0.0382 -0.7301 0.177 -0.073 -0.037
H 3.3590 3.9906 -2.2116 -0.114 -0.029 0.042
H 0.7830 -0.9376 -3.2862 -0.030 0.001 -0.044
N 0.6201 -0.1927 -2.6077 0.258 0.180 -0.271
H -3.6333 2.2373 -0.4581 0.066 -0.020 -0.018
O -1.9366 -1.3651 5.4628 -0.017 0.098 0.287
C 4.8456 3.0486 -3.0353 -0.326 0.186 0.005
H -2.0511 2.2927 -3.5122 -0.189 -0.033 -0.039
H 8.2162 0.6166 -2.0773 0.088 -0.078 -0.087
H 5.4033 3.9500 -3.3027 0.093 -0.076 -0.063
C -1.7882 2.2341 -4.5712 0.289 -0.157 0.133
C 3.3055 0.9389 0.7042 -0.090 0.216 -0.380
H -1.4439 0.4135 -0.4471 -0.109 -0.270 -0.091
C 1.1594 2.2421 4.1028 0.212 -0.321 -0.001
C -2.5107 -3.5617 -1.7785 -0.435 0.502 -2.231
H 3.7367 0.1363 0.0964 0.120 -0.040 0.133
H 8.3578 -1.0623 -1.5148 -0.023 -0.007 0.051
H 6.1604 0.6453 -1.0063 -0.113 -0.007 0.113
O -4.2604 -4.1088 -0.1809 0.773 -0.014 0.586
C -0.3639 0.2886 -0.5143 -0.723 0.067 0.287
H 2.0894 3.2044 7.4791 -0.039 -0.014 -0.044
H -3.7537 -4.0136 -6.7037 0.014 -0.002 -0.021
H 5.5479 2.2733 -2.7368 -0.012 -0.002 0.046
```
Positions in Å, forces in eV/Å.

The calculation puts the HOMO-LUMO gap at 6.85 eV. The calculation puts the total energy at -61938.5595 eV. Its net charge is -1. For the HOMO energy, the calculation gives -5.13 eV.

=====

# 3
C18H50BrN4O5 | ωB97M-V/def2-TZVPD

Structure (XYZ):
```
78
Properties=species:S:1:pos:R:3:forces:R:3
H -1.5151 -2.5258 -3.6304 -0.038 0.068 -0.021
Br -0.1430 -1.0061 -0.0229 0.266 -0.166 0.145
N 0.9624 -1.2655 3.3406 -0.519 0.266 -0.090
C -3.1795 2.1705 4.2970 -0.558 -0.237 0.215
C 0.0290 -0.4678 5.3999 0.368 -0.074 0.427
C 4.5314 1.5940 -2.2530 1.122 0.177 0.655
H -3.1341 3.1582 4.7538 0.232 0.064 -0.124
H 4.1919 0.0753 -4.8649 0.192 -0.077 0.023
H -1.0272 -1.0904 7.7528 -0.037 0.029 -0.056
H 2.4435 -4.1973 -3.3481 -0.053 0.057 0.027
H 2.1166 0.9067 -1.4180 0.161 0.030 0.195
N 0.0270 2.3811 -0.9032 0.579 0.341 0.095
H -3.2925 2.2440 0.4421 -0.049 -0.076 -0.074
C 1.2712 4.1962 -2.0110 0.019 0.220 -0.316
H -5.5999 1.7980 -0.4421 0.057 0.190 0.020
H 3.0073 1.1009 -4.0010 0.159 -0.812 -0.479
H -4.1202 0.3405 2.6477 0.080 0.100 -0.005
C -5.3528 1.6906 0.6153 -0.057 -0.286 -0.047
C -3.4792 1.1380 2.2211 -0.271 -0.688 -0.249
O 2.3657 -0.7516 -4.6676 -0.107 -0.321 -0.069
H -2.2812 -1.4362 4.3368 -0.039 -0.115 0.010
H 0.7282 -2.7332 -4.3650 0.122 0.198 0.110
C 3.3784 0.0777 -4.1415 -0.634 -0.459 -0.958
C 2.3508 1.9743 -1.5399 0.149 -0.147 -0.374
C -1.0233 -0.0330 7.4573 0.136 0.116 -0.041
H 3.7389 -3.9957 -1.1516 0.008 0.029 -0.001
H 1.5022 -1.0216 -2.7965 0.053 0.064 -0.041
C 2.7389 -3.5758 -1.2823 -0.572 0.077 0.246
H -2.5970 -0.1252 0.1871 0.020 0.308 -0.437
H 0.9125 0.1855 5.4925 -0.118 0.048 -0.030
H -1.6423 -1.8344 2.7249 -0.044 -0.035 0.019
H -1.0596 -2.7380 4.1246 -0.028 0.018 0.118
C 1.0801 2.6938 -1.9039 -0.978 0.084 0.614
H 0.7054 2.3074 -2.8563 0.205 0.023 -0.093
H 0.3051 4.7055 -2.0476 -0.016 -0.094 0.073
H 1.6072 -0.4843 3.2309 0.035 -0.111 0.106
O 3.2984 2.1317 -2.5907 -0.134 1.287 1.219
H -2.4507 0.7463 2.2168 0.026 0.228 0.226
N -0.9024 -1.7494 -3.4039 0.321 -0.209 -0.009
N -3.5119 0.2500 -0.0844 -0.117 -0.596 0.449
H -4.1442 -0.5298 0.1063 -0.046 0.196 -0.106
H -5.9636 0.8554 0.9846 0.095 0.071 0.096
H -0.5583 0.1915 3.4325 -0.213 0.005 0.317
H -1.8956 0.4650 7.8801 -0.009 -0.045 -0.031
C -1.3962 -1.7562 3.7858 0.064 0.247 -0.172
H 1.4871 -2.8585 0.0262 -0.178 -0.068 0.096
O -3.6117 2.3214 2.9617 0.183 0.283 0.278
C -0.2830 -0.7361 3.9580 0.571 -0.162 -0.858
H 5.0126 2.1357 -1.4195 -0.221 -0.008 -0.087
O -1.0797 0.1155 6.0588 -0.044 -0.108 0.212
H 2.7649 2.3828 -0.6073 -0.068 -0.105 0.053
H 0.7038 -1.4738 2.3704 0.195 -0.157 0.135
H 1.8410 4.5885 -1.1630 -0.064 -0.058 0.055
H 0.0079 3.0903 -0.1744 0.081 0.027 -0.128
H 2.8320 -2.5245 -1.5766 0.180 -0.037 -0.081
H -2.2225 1.6477 4.3568 0.061 0.165 0.056
H -1.0526 -2.1452 -6.0155 0.079 -0.054 0.095
C 1.2265 -0.7497 -3.8279 0.507 0.355 0.230
C -3.8741 1.3727 0.7712 0.119 0.304 -0.075
H 0.3191 -1.4274 5.8590 -0.207 0.083 0.050
H -3.9107 1.5953 4.9014 0.194 -0.020 -0.300
H 1.8049 4.4740 -2.9233 0.071 -0.113 0.088
H -0.6082 -0.4565 -5.8889 0.033 -0.042 0.289
H 0.7870 0.2583 -3.7818 -0.083 -0.101 -0.065
H 0.2441 1.5044 -0.4259 -0.365 -0.100 -0.254
H 3.7327 -0.3091 -3.1786 -0.281 -0.250 -0.502
H 0.5633 -1.6164 -6.4797 0.082 -0.068 0.187
O 2.0752 -3.6327 -0.0165 0.372 -0.068 -0.472
H 1.9292 -5.4003 -2.1519 0.068 0.033 0.065
C 1.9730 -4.3304 -2.3702 0.051 -0.060 0.295
H 4.4664 0.5313 -1.9753 0.144 0.493 0.286
H -0.1211 0.4307 7.8845 -0.045 -0.015 -0.088
H -0.5496 -1.9277 -2.4599 -0.326 0.290 -0.031
H 0.9426 -3.9701 -2.4009 0.062 0.071 -0.106
H 5.1987 1.6822 -3.1135 -0.106 -0.053 -0.013
C 0.2355 -1.7455 -4.3283 -0.559 -0.807 -0.292
C -0.2301 -1.4754 -5.7419 -0.319 0.341 -0.665
H -5.6264 2.5882 1.1680 -0.022 0.018 -0.035
```
Positions in Å, forces in eV/Å.

The calculation puts the HOMO-LUMO gap at 8.23 eV. The calculation puts the total energy at -105718.2359 eV. Its net charge is -1. For the HOMO energy, the calculation gives -5.50 eV.

=====

The highest net charge belongs to which entry?
C18H49FN3O6Y